{"formula": "C24H20Cl3CsF6N8O2S3Sb", "method": "the ωB97M-V functional and the def2-TZVPD basis", "elements": ["Cs", "S", "N", "C", "C", "C", "C", "C", "N", "C", "C", "N", "C", "C", "C", "C", "C", "N", "H", "H", "H", "H", "H", "H", "S", "C", "S", "C", "C", "N", "C", "N", "C", "C", "N", "C", "C", "C", "C", "N", "H", "H", "H", "H", "H", "H", "H", "H", "H", "H", "H", "H", "H", "H", "F", "Sb", "F", "F", "F", "F", "F", "Cl", "C", "Cl", "Cl", "C", "O", "O"], "xyz": [[-0.995, 0.980, 0.234], [2.361, -7.106, 1.170], [2.624, -5.775, 2.140], [1.591, -4.955, 1.763], [1.292, -3.603, 2.446], [1.916, -3.298, 3.642], [1.531, -2.123, 4.331], [0.634, -1.250, 3.608], [0.137, -1.511, 2.396], [0.507, -2.732, 1.833], [-0.269, -3.173, 0.678], [-1.183, -2.168, 0.061], [-1.695, -2.474, -1.140], [-1.441, -3.674, -1.893], [-0.635, -4.529, -1.333], [0.002, -4.280, -0.126], [0.890, -5.459, 0.501], [1.142, -6.512, 0.082], [2.797, -3.866, 3.823], [2.113, -1.604, 5.069], [0.431, -0.226, 3.931], [-2.236, -1.727, -1.725], [-2.239, -3.567, -2.700], [-0.244, -5.464, -1.717], [11.896, -1.449, -8.904], [11.561, 0.166, -9.320], [10.207, 0.107, -10.366], [12.178, 1.302, -8.884], [13.216, 1.203, -7.891], [14.156, 1.068, -7.230], [11.678, 2.597, -9.277], [11.290, 3.624, -9.613], [-3.512, 3.500, 1.315], [-4.241, 3.143, 2.667], [-4.450, 1.612, 2.743], [-5.547, 0.981, 2.179], [-5.447, 0.679, 0.697], [-3.382, 0.877, 3.304], [-3.589, -0.622, 3.579], [-2.272, 1.354, 3.610], [-3.124, 4.488, 1.425], [-4.125, 3.383, 0.389], [-2.686, 2.805, 1.194], [-5.372, 3.425, 2.670], [-3.652, 3.436, 3.531], [-6.419, 1.533, 2.495], [-5.641, -0.015, 2.703], [-5.520, 1.548, 0.100], [-6.252, -0.016, 0.566], [-4.434, 0.209, 0.653], [-4.481, -0.894, 4.076], [-2.728, -1.037, 4.195], [-3.543, -1.249, 2.625], [-2.156, 2.318, 3.264], [-4.598, 0.498, -3.367], [-3.292, 1.945, -3.478], [-1.780, 0.670, -3.349], [-3.252, 2.071, -1.548], [-3.390, 1.669, -5.329], [-4.664, 3.200, -3.758], [-1.966, 3.238, -3.593], [0.976, 4.018, 4.720], [1.755, 4.069, 3.094], [1.730, 5.799, 2.630], [3.385, 3.480, 3.267], [0.981, 3.271, 1.919], [-0.229, 3.501, 2.027], [1.701, 2.590, 1.196]], "mulliken_charge": [1.19, 0.05, -0.53, 0.53, 0.45, -0.55, -0.92, -0.25, -0.15, 0.28, 0.04, 0.03, -0.07, -0.74, -0.55, 0.14, 0.32, -0.55, 0.46, 0.37, 0.55, 0.33, 0.29, 0.45, -0.32, 0.25, -0.31, 0.17, 0.12, -0.52, 0.11, -0.50, 0.08, -1.22, 0.32, -0.88, -0.75, 0.82, -1.33, -0.56, 0.46, 0.19, -0.71, 0.29, 0.55, 0.44, 0.28, 0.26, 0.46, 0.03, 0.50, 0.25, 0.21, 0.12, -0.61, 2.55, -0.62, -0.56, -0.54, -0.57, -0.56, -0.19, 0.49, -0.18, -0.15, 0.23, -0.55, -0.68], "energy_ha": -4949.99801, "charge": -2, "e_above_lowest_kj_mol": 414.0, "s_squared": 0.756, "orbital_gap_ev": [5.368, 5.385], "multiplicity": 2, "fmax_ha_per_bohr": 0.29968, "homo_energy_ev": [-3.884, -3.902]}



{"formula": "C53H43N5OP2ReS3", "method": "the ωB97M-V functional and the def2-TZVPD basis", "elements": ["Re", "N", "C", "S", "N", "N", "C", "C", "C", "C", "C", "C", "N", "H", "H", "H", "H", "H", "H", "H", "C", "C", "C", "C", "C", "C", "C", "C", "P", "C", "C", "C", "C", "C", "C", "C", "C", "C", "C", "C", "C", "C", "O", "C", "C", "C", "C", "C", "C", "P", "C", "C", "C", "C", "C", "C", "C", "C", "C", "C", "C", "C", "H", "H", "H", "H", "H", "H", "H", "H", "H", "H", "H", "H", "H", "H", "H", "H", "H", "H", "H", "H", "H", "H", "H", "H", "H", "H", "H", "H", "H", "H", "H", "H", "S", "C", "N", "C", "C", "C", "C", "C", "C", "S", "H", "H", "H", "H"], "xyz": [[0.160, 0.120, 0.168], [-3.629, 0.618, 3.091], [-2.428, 0.692, 2.549], [-2.155, -0.002, 1.060], [-0.040, 0.925, 3.098], [0.525, 1.294, 1.853], [1.433, 2.196, 1.863], [2.333, 2.135, 0.738], [3.416, 2.984, 0.595], [4.370, 2.690, -0.365], [4.220, 1.534, -1.107], [3.103, 0.735, -0.918], [2.143, 1.034, -0.039], [-4.388, 0.152, 2.618], [-3.785, 0.989, 4.018], [1.612, 2.812, 2.737], [3.508, 3.847, 1.241], [5.227, 3.335, -0.505], [4.958, 1.236, -1.839], [2.965, -0.166, -1.493], [-2.691, -4.987, 3.431], [-1.734, -5.551, 2.361], [-1.745, -7.075, 2.429], [-2.164, -5.036, 0.989], [-2.891, -5.766, 0.063], [-3.221, -5.218, -1.175], [-2.786, -3.953, -1.514], [-2.041, -3.190, -0.609], [-1.270, -1.639, -1.235], [-2.713, -0.814, -1.989], [-2.614, 0.048, -3.083], [-3.744, 0.664, -3.600], [-4.988, 0.437, -3.033], [-5.100, -0.417, -1.946], [-3.975, -1.039, -1.430], [-0.303, -2.464, -2.550], [-0.733, -2.587, -3.865], [0.043, -3.284, -4.782], [1.239, -3.867, -4.390], [1.661, -3.760, -3.071], [0.894, -3.059, -2.154], [-1.797, -3.740, 0.637], [-1.088, -2.975, 1.536], [-0.113, -3.678, 2.196], [1.069, -2.988, 2.419], [2.090, -3.640, 3.110], [1.905, -4.952, 3.520], [0.703, -5.612, 3.275], [-0.341, -4.979, 2.613], [1.102, -1.245, 1.927], [0.168, -0.448, 3.306], [-0.341, -1.131, 4.382], [-1.067, -0.650, 5.476], [-1.540, 0.669, 5.703], [-1.663, 1.659, 4.791], [-1.373, 1.483, 3.332], [2.834, -0.823, 2.296], [3.815, -1.265, 1.409], [5.151, -0.982, 1.645], [5.517, -0.243, 2.764], [4.548, 0.198, 3.651], [3.208, -0.097, 3.422], [-3.703, -5.354, 3.257], [-2.713, -3.895, 3.406], [-2.372, -5.304, 4.425], [-2.756, -7.457, 2.293], [-1.417, -7.416, 3.410], [-1.099, -7.519, 1.670], [-3.199, -6.776, 0.291], [-3.792, -5.800, -1.886], [-3.010, -3.560, -2.497], [-1.660, 0.230, -3.553], [-3.648, 1.315, -4.459], [-5.868, 0.913, -3.444], [-6.069, -0.611, -1.504], [-4.085, -1.716, -0.594], [-1.668, -2.147, -4.186], [-0.293, -3.371, -5.807], [1.839, -4.410, -5.107], [2.584, -4.229, -2.757], [1.223, -2.975, -1.121], [3.021, -3.135, 3.322], [2.699, -5.465, 4.045], [0.587, -6.632, 3.615], [-0.100, -2.187, 4.401], [-1.251, -1.364, 6.268], [-1.841, 0.896, 6.719], [-1.977, 2.644, 5.109], [-1.362, 2.469, 2.869], [3.531, -1.846, 0.537], [5.908, -1.343, 0.961], [6.561, -0.025, 2.949], [4.832, 0.756, 4.533], [2.461, 0.224, 4.140], [0.607, 0.228, -2.294], [0.216, 1.857, -1.993], [-0.482, 2.003, -0.890], [-0.786, 3.349, -0.666], [-1.601, 3.886, 0.323], [-1.801, 5.253, 0.371], [-1.213, 6.098, -0.572], [-0.439, 5.578, -1.592], [-0.237, 4.204, -1.630], [0.646, 3.294, -2.832], [-2.122, 3.236, 1.010], [-2.442, 5.672, 1.135], [-1.387, 7.164, -0.523], [-0.012, 6.222, -2.350]], "mulliken_charge": [1.84, -0.09, 0.14, -0.29, 0.34, -0.07, -1.04, 0.77, -1.00, -0.78, -1.22, -0.24, 1.30, 0.26, 0.27, 0.65, 0.60, 0.52, 0.59, 0.44, -1.65, 1.89, -2.59, 0.22, -0.08, -1.50, -0.10, 0.17, 0.99, 0.72, -0.68, -1.06, -0.81, -0.94, -0.26, 1.02, -0.78, -0.86, -0.74, -0.86, -0.48, -1.30, 0.38, -0.97, 0.81, -1.15, -1.52, 0.08, 0.64, 3.26, -1.64, -0.39, -0.89, -0.43, -1.61, 0.12, 0.49, -0.16, -0.81, -0.76, -0.86, -0.76, 0.42, 0.27, 0.38, 0.49, 0.56, 0.46, 0.39, 0.46, 0.58, 0.67, 0.52, 0.44, 0.50, 0.52, 0.51, 0.46, 0.43, 0.50, 0.46, 0.62, 0.46, 0.41, 0.54, 0.48, 0.47, 0.52, 0.43, 0.48, 0.49, 0.42, 0.47, 0.41, -0.53, 0.36, 0.52, -0.92, -0.49, -0.80, -0.66, -0.64, 1.23, -0.25, 0.48, 0.47, 0.42, 0.45], "energy_ha": -4349.61668, "charge": 2, "e_above_lowest_kj_mol": 279.6, "s_squared": 0.793, "orbital_gap_ev": [6.208, 6.572], "multiplicity": 2, "fmax_ha_per_bohr": 0.02370, "homo_energy_ev": [-12.220, -12.581]}



{"formula": "C8H12Cl2LaN2O4Tl", "method": "the ωB97M-V functional and the def2-TZVPD basis", "elements": ["Tl", "La", "Cl", "Cl", "C", "C", "C", "O", "O", "O", "C", "N", "C", "C", "O", "N", "C", "C", "H", "H", "H", "H", "H", "H", "H", "H", "H", "H", "H", "H"], "xyz": [[5.099, 4.819, -4.025], [0.751, 0.545, -0.565], [4.540, 3.891, -6.267], [0.466, 2.607, 0.879], [1.489, -0.468, 1.350], [7.292, 5.895, -6.011], [6.795, 6.186, -2.572], [1.372, -1.009, 2.379], [8.138, 6.286, -6.676], [7.629, 6.792, -2.079], [-2.723, 0.802, 1.467], [-2.675, -0.679, 1.448], [-3.785, -1.346, 2.142], [-1.793, -1.308, 0.712], [-1.074, -0.586, -0.132], [-1.447, -2.624, 0.795], [-2.243, -3.740, 1.331], [-0.237, -3.119, 0.138], [-3.627, 1.049, 1.990], [-2.755, 1.193, 0.461], [-1.876, 1.224, 1.988], [-4.336, -1.981, 1.423], [-3.433, -1.929, 3.014], [-4.448, -0.564, 2.491], [-2.495, -4.402, 0.484], [-1.609, -4.314, 2.030], [-3.137, -3.346, 1.826], [-0.201, -2.845, -0.918], [0.679, -2.821, 0.653], [-0.354, -4.207, 0.241]], "mulliken_charge": [1.05, 1.62, -0.15, -0.31, 0.24, 0.04, 0.10, 0.02, -0.03, -0.01, -0.65, 0.12, -1.14, 0.87, -0.81, 0.30, -0.85, -0.89, 0.27, 0.36, 0.32, 0.52, 0.44, 0.39, 0.44, 0.41, 0.26, 0.38, 0.35, 0.34], "energy_ha": -1845.32206, "charge": 4, "e_above_lowest_kj_mol": 0.0, "orbital_gap_ev": [6.034, 3.102], "fmax_ha_per_bohr": 0.21733, "homo_energy_ev": [-20.547, -19.901]}



{"formula": "C4H8O3", "method": "the ωB97M-V functional and the def2-TZVPD basis", "elements": ["C", "C", "C", "O", "H", "H", "H", "H", "H", "H", "C", "O", "O", "H", "H"], "xyz": [[-0.719, -1.070, -0.961], [-1.356, 0.554, 0.914], [-0.537, 0.296, -0.336], [-0.320, 1.286, -1.116], [-1.765, -1.384, -0.925], [-0.375, -1.071, -1.996], [-2.422, 0.552, 0.676], [-1.148, -0.225, 1.651], [-0.143, -1.814, -0.406], [-1.101, 1.533, 1.325], [1.668, 0.589, 0.345], [2.152, -0.664, 0.486], [2.144, 1.302, -0.595], [2.544, -0.892, -0.378], [1.379, 1.009, 1.315]], "mulliken_charge": [-1.28, -1.32, 1.06, -0.54, 0.37, 0.34, 0.40, 0.35, 0.33, 0.35, 0.20, -0.42, -0.56, 0.34, 0.37], "energy_ha": -382.86423, "e_above_lowest_kj_mol": 264.1, "orbital_gap_ev": 9.356, "fmax_ha_per_bohr": 0.14946, "smiles": "CC(C)=O.O=CO", "homo_energy_ev": -9.878}